Record 1
The following is a DFT calculation (ωB97M-V/def2-TZVPD) of a molecular structure, C8H16AlFO10P in a non-equilibrium geometry.

Results
Charge: -1
Relative energy (zero: lowest compared OMol25 entry of this formula, charge and spin) in kJ/mol: 12.1
Kohn-Sham gap in eV: 4.71

Each line ends with the Mulliken charge.
Geometry (Å):
Al: 0.048609 -2.798260 0.056835  1.205
P: -2.431139 -4.264441 -0.799905  0.817
O: -3.616056 -5.036494 -1.254561  -0.741
O: -1.066643 -5.039651 -0.718303  -0.439
O: -2.486740 -3.742558 0.656000  -0.469
O: -1.979979 -3.036046 -1.636227  -0.461
F: 2.070352 -1.917965 1.622686  -0.775
C: 4.825635 0.701932 0.201348  -1.281
C: 3.711071 -0.098575 -0.434163  0.155
O: 3.023516 0.779628 -1.355581  -0.385
C: 1.731384 0.577437 -1.484010  0.683
O: 1.050096 -0.201129 -0.882528  -0.426
O: 1.259824 1.494781 -2.350431  -0.354
C: -0.013293 1.205730 -2.878214  -0.516
H: 4.532907 1.675006 0.599156  0.312
H: 5.529029 0.939725 -0.603219  0.296
H: 5.307507 0.165307 1.015899  0.382
H: 3.008791 -0.500258 0.306375  0.167
H: 4.126349 -0.951760 -0.972947  0.209
H: -0.361556 1.985490 -3.557973  0.314
H: -0.819072 1.258814 -2.139023  0.087
H: -0.017060 0.250408 -3.399511  0.321
C: -0.964157 3.042428 3.118091  -1.311
C: -0.953729 1.669768 2.499598  0.043
O: -2.116585 1.439757 1.728007  -0.326
C: -2.095041 0.356377 0.942979  0.691
O: -1.221499 -0.462108 0.956511  -0.484
O: -3.180821 0.409783 0.193811  -0.382
C: -3.265261 -0.449046 -0.940780  -0.552
H: -1.773799 3.183663 3.837535  0.322
H: -0.926008 3.853192 2.391505  0.310
H: -0.072073 3.116491 3.747188  0.389
H: -0.738768 0.958421 3.304534  0.273
H: -0.050818 1.564636 1.887998  0.163
H: -3.525853 -1.444126 -0.584212  0.227
H: -2.395528 -0.542203 -1.583121  0.260
H: -4.153592 -0.144155 -1.491352  0.274

Cartesian forces (eV/Å) of the 3 atoms listed first:
-1.2 -0.2 0.3
-0.1 0.1 0.6
0.3 0.1 -0.3

---

Record 2
The following is a DFT calculation (ωB97M-V/def2-TZVPD) of a gas-phase ion, C8H16BI2N2O3 (charge +1).

Results
Charge: +1
Kohn-Sham gap in eV: 9.20

Each line ends with the Mulliken charge.
Geometry (Å):
C: -0.229471 -1.722492 2.936020  -0.884
N: -1.313737 -1.137133 2.138933  -0.200
C: -1.185211 -1.399324 0.734101  -0.962
N: -0.239329 -0.361891 0.160385  0.351
C: 0.338413 -0.739833 -1.165194  0.321
B: 1.129872 -2.120241 -1.306565  0.410
O: 1.447937 -2.513839 -2.566735  -0.534
O: 1.463078 -2.896003 -0.218994  -0.512
C: -0.865044 -0.466339 -2.070573  -0.797
O: -1.582994 0.584705 -1.417220  -0.407
C: -1.035834 0.890646 -0.174235  0.442
C: -0.269351 2.179422 0.059734  -1.030
I: -0.352904 2.667960 2.099791  0.152
C: 0.404932 2.997919 -0.754532  0.359
C: 1.072496 4.269645 -0.305808  -1.490
I: 0.604614 2.667924 -2.814761  0.128
H: -0.029871 -2.769753 2.679516  0.333
H: -0.485911 -1.650076 3.991647  0.345
H: 0.695718 -1.149719 2.803734  0.276
H: -2.185995 -1.546757 2.450091  0.304
H: -2.146217 -1.293703 0.229625  0.514
H: -0.782299 -2.389316 0.499812  0.397
H: 0.439561 -0.162000 0.895538  0.477
H: 1.061229 0.040824 -1.437699  -0.030
H: 2.374142 -2.760081 -2.676321  0.319
H: 1.814386 -2.441580 0.552466  0.336
H: -0.492937 -0.125477 -3.037728  0.265
H: -1.510097 -1.322587 -2.286331  0.350
H: -1.853489 0.899780 0.551076  0.569
H: 0.354774 4.896191 0.230438  0.414
H: 1.458443 4.837333 -1.147974  0.437
H: 1.901095 4.035795 0.367762  0.346

Cartesian forces (eV/Å) of the 3 atoms listed first:
0.1 0.1 0.0
-0.1 -0.5 -0.2
-0.1 -0.3 0.2

---

Record 3
The following is a DFT calculation (ωB97M-V/def2-TZVPD) of a molecular structure, C8H16Br2F9InOPS in a non-equilibrium geometry.

Results
Charge: -1
Kohn-Sham gap in eV: 5.56

Each line ends with the Mulliken charge.
Geometry (Å):
C: 1.114952 -3.504112 2.117161  -0.990
P: 0.561492 -2.710575 0.518805  0.187
O: 2.001071 -1.873945 0.073997  -0.539
In: -1.404954 -1.193515 1.030410  0.563
C: -3.307406 -2.337449 0.640401  -1.201
C: -1.470140 0.808683 -0.009527  -1.194
C: -0.075518 1.210696 -0.561791  -0.499
C: 0.801859 2.169616 0.241678  0.928
F: 2.026038 2.075767 -0.359843  -0.342
F: 0.336713 3.414810 0.030447  -0.321
C: 1.049610 1.865295 1.729889  0.648
F: 1.854980 0.828114 1.795828  -0.322
F: -0.002531 1.499477 2.394731  -0.248
S: 1.849950 3.247238 2.771318  1.379
F: 0.549535 4.153943 2.639561  -0.306
F: 2.532210 3.942261 1.531828  -0.303
F: 3.140338 2.360161 3.049116  -0.307
F: 1.212899 2.617414 4.099050  -0.318
F: 2.486389 4.379074 3.691314  -0.302
H: 1.936954 -4.183330 1.869194  0.315
H: 1.563059 -2.732074 2.757737  0.232
H: 0.287943 -3.993142 2.630113  0.290
H: 2.031507 -1.792754 -0.884964  0.270
H: -1.374904 -0.829122 2.801894  -0.397
H: -3.449132 -3.114195 1.404310  0.262
H: -4.193898 -1.694163 0.662523  0.242
H: -3.263621 -2.883428 -0.311813  0.255
H: -2.226717 0.718732 -0.790268  0.298
H: -1.810840 1.535251 0.734363  0.372
H: 0.493426 0.317758 -0.815976  0.067
H: -0.228276 1.730298 -1.520335  0.335
Br: -2.410483 0.469171 -3.919083  -0.140
C: -0.755944 -0.057351 -4.796459  -0.612
C: -0.398508 -1.488283 -4.491127  -0.686
Br: 0.342447 -1.676608 -2.701282  -0.063
H: 0.007463 0.646450 -4.478545  0.364
H: -0.945260 0.070486 -5.861190  0.358
H: 0.385490 -1.834908 -5.162673  0.335
H: -1.248192 -2.161742 -4.550792  0.392

Cartesian forces (eV/Å) of the 3 atoms listed first:
0.8 1.2 -0.5
0.0 -1.0 -0.7
-0.2 0.2 0.6

---

Record 4
The following is a DFT calculation (ωB97M-V/def2-TZVPD) of a molecular structure, C8H16Br2FN3O2S2V in a non-equilibrium geometry.

Results
Charge: +2
Relative energy (zero: lowest compared OMol25 entry of this formula, charge and spin) in kJ/mol: 137.8
Kohn-Sham gap (spin up / spin down) in eV: 6.87 / 7.26
Multiplicity: 2

Each line ends with the Mulliken charge.
Geometry (Å):
V: 0.398867 -0.930283 0.995510  0.750
C: 1.330216 1.387027 -0.798508  -0.676
C: 0.368047 1.965200 0.249815  -0.686
N: -0.671264 0.975101 0.663915  0.469
C: -1.973182 1.019871 -0.037109  -1.034
C: -1.918712 0.883380 -1.550220  -0.534
S: -1.512604 -0.719621 -2.287042  0.413
C: 0.180143 -0.577065 -2.864599  -0.702
C: 1.393692 -0.837977 -1.974007  -0.996
N: 1.497816 -0.102959 -0.672323  0.177
H: 2.299028 1.868536 -0.705550  0.431
H: 0.981018 1.605575 -1.803829  0.242
H: -0.089709 2.882896 -0.121517  0.488
H: 0.921476 2.225560 1.143345  0.374
H: -0.894911 1.181622 1.642574  -0.284
H: -2.454164 1.984365 0.130394  0.541
H: -2.624568 0.264283 0.396444  0.430
H: -1.235225 1.591379 -2.020775  0.363
H: -2.915918 1.074319 -1.946780  0.553
H: 0.160268 0.418775 -3.322185  0.551
H: 0.225972 -1.295102 -3.684991  0.493
H: 2.239437 -0.572990 -2.608061  0.469
H: 1.490484 -1.891079 -1.780078  0.433
H: 2.444491 -0.299394 -0.337554  0.421
Br: -1.222341 -1.785555 3.006154  -0.020
C: -1.297723 -0.474784 4.446314  -0.603
Br: -1.529100 1.331237 3.852255  -0.016
H: -0.372836 -0.568329 4.993268  0.422
H: -2.164476 -0.774468 5.015888  0.417
O: -0.639260 -1.632565 -0.117897  -0.161
O: -1.599167 -1.846219 -1.116584  -0.199
S: 1.777503 -2.776261 1.610985  -0.216
C: 2.759483 -2.838746 0.230986  0.457
N: 3.441417 -2.842157 -0.702387  -0.413
F: 1.205803 0.106427 2.074150  -0.353

Cartesian forces (eV/Å) of the 3 atoms listed first:
1.3 0.1 0.8
-0.1 -0.2 0.1
-0.2 -0.3 -0.1

---

Record 5
The following is a DFT calculation (ωB97M-V/def2-TZVPD) of a molecular structure, C8H16Br2FN3O2S2V.

Results
Charge: +2
Relative energy (zero: lowest compared OMol25 entry of this formula, charge and spin) in kJ/mol: 94.2
Kohn-Sham gap (spin up / spin down) in eV: 7.15 / 7.60
Multiplicity: 2

Each line ends with the Mulliken charge.
Geometry (Å):
V: -0.117414 -0.576402 -0.831974  0.929
C: 2.403684 -0.221119 1.010223  -0.541
C: 2.684578 0.523404 -0.272957  -0.888
N: 1.390192 0.985380 -0.834434  0.043
C: 0.874650 2.272812 -0.277888  -0.784
C: 0.142839 2.127819 1.046523  -0.623
S: -0.973920 0.674246 1.076829  -0.014
C: -0.319677 -0.343444 2.442962  -0.626
C: 0.499127 -1.522769 1.934222  -0.618
N: 1.286244 -1.150882 0.729881  -0.225
H: 2.109939 0.453298 1.808940  0.238
H: 3.278233 -0.769314 1.360865  0.434
H: 3.139209 -0.144595 -1.006543  0.410
H: 3.364455 1.363643 -0.127393  0.379
H: 1.535583 1.161855 -1.826328  0.455
H: 0.209761 2.696894 -1.026555  0.349
H: 1.705631 2.970180 -0.150632  0.465
H: -0.487008 3.001947 1.207971  0.542
H: 0.809552 2.053221 1.901694  0.380
H: -1.181794 -0.698272 3.005543  0.442
H: 0.234449 0.328152 3.097209  0.465
H: -0.155823 -2.345052 1.653542  0.326
H: 1.168867 -1.877605 2.720980  0.415
H: 1.664997 -2.019278 0.352329  0.414
Br: -2.760187 -2.417548 -2.683783  -0.080
C: -3.312143 -3.111336 -0.979775  -0.447
Br: -3.282232 -1.730420 0.371311  -0.028
H: -2.624323 -3.889542 -0.679680  0.338
H: -4.332617 -3.463210 -1.056230  0.381
O: -1.142500 0.783139 -1.862759  0.226
O: -0.228192 -0.023021 -2.600670  -0.366
S: -2.696013 0.966408 -2.552618  0.148
C: -2.428771 2.585199 -2.968696  0.239
N: -2.230349 3.687455 -3.240276  -0.264
F: -0.229026 -2.331241 -0.741831  -0.511

Cartesian forces (eV/Å) of the 3 atoms listed first:
0.1 -0.4 0.0
0.0 0.0 0.0
0.0 0.0 0.0

---

Record 6
The following is a DFT calculation (ωB97M-V/def2-TZVPD) of 2 unconnected molecules or ions with the total composition C8H16BrFNO6P.

Results
Kohn-Sham gap in eV: 9.21

Each line ends with the Mulliken charge.
Geometry (Å):
N: 5.314874 -1.499970 -1.753683  -0.563
C: 4.628084 -0.482643 -0.974263  -0.942
C: 3.392741 0.099273 -1.697417  1.303
F: 3.246719 -0.374606 -2.925919  -0.348
O: 3.582225 1.542847 -1.797047  -0.397
C: 3.156068 2.067147 -0.621696  0.544
O: 3.434552 3.131266 -0.185461  -0.507
O: 2.358960 1.155006 0.025522  -0.355
C: 2.064805 0.129245 -0.938226  -0.392
P: 1.144902 -1.282813 -0.134340  0.251
O: -0.010779 -1.486728 -1.262092  -0.438
Br: 2.469904 -3.015130 -0.615031  -0.274
H: 4.907935 -2.413872 -1.593304  0.189
H: 6.279543 -1.555894 -1.450748  0.251
H: 5.322227 0.346862 -0.836918  0.482
H: 4.314606 -0.815411 0.023350  0.384
H: 1.349571 0.564472 -1.652121  0.451
H: 0.308158 -1.680116 -2.155183  0.351
C: -4.286353 -0.651397 2.838537  -0.737
O: -2.969590 -0.444890 2.365502  -0.373
C: -2.787045 -0.804856 1.007012  -0.316
C: -2.791278 0.402187 0.094937  -0.309
O: -4.050974 1.049624 0.069494  -0.410
C: -4.112857 2.209721 0.877222  -0.718
H: -4.354489 -0.181146 3.818111  0.241
H: -5.029157 -0.203862 2.173207  0.319
H: -4.502374 -1.720243 2.945266  0.322
H: -3.558965 -1.515120 0.692070  0.325
H: -1.815995 -1.301563 0.924917  0.194
H: -2.563944 0.074323 -0.923861  0.281
H: -2.008755 1.102143 0.410393  0.304
H: -3.524171 3.023925 0.440495  0.320
H: -3.752671 2.015611 1.890550  0.315
H: -5.156478 2.516605 0.920726  0.249

Cartesian forces (eV/Å) of the 3 atoms listed first:
0.0 -0.1 0.2
0.1 -0.2 0.0
0.1 0.5 0.7

---

Repeat the sixth record exactly.
The following is a DFT calculation (ωB97M-V/def2-TZVPD) of 2 unconnected molecules or ions with the total composition C8H16BrFNO6P.

Results
Kohn-Sham gap in eV: 9.21

Each line ends with the Mulliken charge.
Geometry (Å):
N: 5.314874 -1.499970 -1.753683  -0.563
C: 4.628084 -0.482643 -0.974263  -0.942
C: 3.392741 0.099273 -1.697417  1.303
F: 3.246719 -0.374606 -2.925919  -0.348
O: 3.582225 1.542847 -1.797047  -0.397
C: 3.156068 2.067147 -0.621696  0.544
O: 3.434552 3.131266 -0.185461  -0.507
O: 2.358960 1.155006 0.025522  -0.355
C: 2.064805 0.129245 -0.938226  -0.392
P: 1.144902 -1.282813 -0.134340  0.251
O: -0.010779 -1.486728 -1.262092  -0.438
Br: 2.469904 -3.015130 -0.615031  -0.274
H: 4.907935 -2.413872 -1.593304  0.189
H: 6.279543 -1.555894 -1.450748  0.251
H: 5.322227 0.346862 -0.836918  0.482
H: 4.314606 -0.815411 0.023350  0.384
H: 1.349571 0.564472 -1.652121  0.451
H: 0.308158 -1.680116 -2.155183  0.351
C: -4.286353 -0.651397 2.838537  -0.737
O: -2.969590 -0.444890 2.365502  -0.373
C: -2.787045 -0.804856 1.007012  -0.316
C: -2.791278 0.402187 0.094937  -0.309
O: -4.050974 1.049624 0.069494  -0.410
C: -4.112857 2.209721 0.877222  -0.718
H: -4.354489 -0.181146 3.818111  0.241
H: -5.029157 -0.203862 2.173207  0.319
H: -4.502374 -1.720243 2.945266  0.322
H: -3.558965 -1.515120 0.692070  0.325
H: -1.815995 -1.301563 0.924917  0.194
H: -2.563944 0.074323 -0.923861  0.281
H: -2.008755 1.102143 0.410393  0.304
H: -3.524171 3.023925 0.440495  0.320
H: -3.752671 2.015611 1.890550  0.315
H: -5.156478 2.516605 0.920726  0.249

Cartesian forces (eV/Å) of the 3 atoms listed first:
0.0 -0.1 0.2
0.1 -0.2 0.0
0.1 0.5 0.7